No. 1
Molecular formula: C33H45HoN5S
Method: DFT, ωB97M-V/def2-TZVPD

## Properties
Energy = -79032.49239 eV
Charge = -1
2S+1 = 5
Strongest force on any atom = 2.89 eV/A
⟨S²⟩ = 6.03

Cartesian coordinates (Å):
Ho  -0.6629  -0.2078  0.3511
N  -1.0497  -2.0351  1.6448
N  -0.1695  -2.4202  -1.5531
C  1.0600  1.6200  -0.3243
C  1.8652  0.4736  -0.0166
C  1.6802  0.1540  1.3635
C  2.3708  -0.9341  2.1077
H  2.9709  -1.5466  1.4271
H  1.6554  -1.5997  2.6098
H  3.0425  -0.5290  2.8797
C  0.8044  1.1354  1.9307
C  0.4579  1.2523  3.3751
H  1.1279  1.9601  3.8928
H  0.5508  0.2818  3.8853
H  -0.5748  1.6040  3.5263
C  0.4118  2.0380  0.8816
C  -0.4259  3.2581  1.0331
H  -1.3285  3.0628  1.6273
H  -0.7545  3.6293  0.0542
H  0.1236  4.0730  1.5310
C  2.8407  -0.2047  -0.9121
H  3.8005  -0.3693  -0.3968
H  3.0395  0.3860  -1.8142
H  2.4818  -1.1955  -1.2318
C  0.9815  2.3367  -1.6244
H  -0.0469  2.3473  -2.0139
H  1.6023  1.8511  -2.3827
H  1.3070  3.3844  -1.5353
C  -1.7927  -2.2542  2.7673
H  -1.7808  -1.4640  3.5278
C  -2.4994  -3.4316  2.9565
H  -3.1279  -3.5423  3.8423
C  -2.3897  -4.4569  2.0067
H  -2.9491  -5.3855  2.1241
C  -1.5520  -4.2926  0.9214
H  -1.3980  -5.0616  0.1600
C  -0.8622  -3.0715  0.7451
C  0.1251  -2.9493  -0.3059
H  1.0397  -3.5482  -0.2583
C  -0.5854  -1.1030  -1.8015
C  -0.0351  -3.1312  -2.7562
H  0.2154  -4.1772  -2.7574
C  -0.2937  -2.2697  -3.7377
H  -0.2745  -2.4175  -4.8033
N  -0.5345  -1.0220  -3.1624
C  -0.4716  0.1716  -3.9321
C  0.7020  0.4243  -4.6745
C  0.7366  1.5636  -5.4846
H  1.6396  1.7543  -6.0724
C  -0.3491  2.4388  -5.5530
C  -0.2933  3.6428  -6.4488
H  -0.3159  4.5680  -5.8584
H  -1.1491  3.6751  -7.1364
H  0.6275  3.6361  -7.0432
C  -1.4952  2.1620  -4.8025
H  -2.3562  2.8305  -4.8722
C  -1.5779  1.0313  -3.9839
C  -2.8478  0.7313  -3.2574
H  -3.2250  -0.2729  -3.4827
H  -3.6079  1.4525  -3.5834
H  -2.7665  0.8242  -2.1650
C  1.9035  -0.4668  -4.6105
H  1.7343  -1.4264  -5.1163
H  2.2590  -0.6722  -3.5890
H  2.7291  0.0313  -5.1323
C  -5.2458  0.2822  4.3051
C  -3.8824  0.8960  4.5157
N  -3.0375  0.9666  3.2816
C  -3.5394  1.4106  2.0889
S  -3.2187  0.5586  0.6124
N  -4.3220  2.4973  2.0784
C  -4.3605  3.5576  3.1234
C  -3.0078  3.9766  3.6475
H  -5.8346  0.8473  3.5742
H  -5.7891  0.2789  5.2550
H  -5.1508  -0.7555  3.9657
H  -3.9380  1.9073  4.9199
H  -3.2983  0.3044  5.2311
H  -2.5176  0.0957  3.1426
H  -4.7154  2.7093  1.1642
H  -4.8432  4.4148  2.6397
H  -5.0214  3.2170  3.9278
H  -2.4409  4.5205  2.8840
H  -3.1464  4.6647  4.4886
H  -2.4065  3.1356  4.0111

No. 2
Molecular formula: C33H46AsBiN6O6S2
Method: DFT, ωB97M-V/def2-TZVPD

## Properties
Energy = -144543.87206 eV
Charge = 0
Strongest force on any atom = 0.54 eV/A
Energy relative to the best compared isomer or geometry (same formula, charge and spin) = 1.7 kcal/mol

Cartesian coordinates (Å):
Bi  0.3594  0.3610  1.1484
C  2.6793  1.5966  1.9409
C  3.1992  0.3573  1.4881
C  2.6252  -0.6628  2.3185
C  1.7729  0.0187  3.2544
C  1.8227  1.4063  3.0471
C  1.2789  2.4993  3.9443
C  0.5457  3.5592  3.1154
C  2.4814  3.1446  4.6563
C  0.3323  1.9294  4.9980
C  2.9127  -2.1596  2.5112
C  2.4473  -3.0716  1.3652
C  4.4104  -2.3541  2.7877
C  2.1667  -2.6786  3.7498
C  4.2630  0.3652  0.3826
C  4.3188  -0.8904  -0.4902
C  4.0087  1.5216  -0.5959
C  5.6375  0.5990  1.0332
H  2.9445  2.5670  1.5518
H  1.2185  -0.4606  4.0439
H  1.1808  3.9503  2.3172
H  0.2547  4.3979  3.7514
H  -0.3585  3.1406  2.6667
H  3.1650  3.6000  3.9383
H  3.0363  2.3964  5.2247
H  2.1389  3.9170  5.3481
H  -0.5163  1.4144  4.5490
H  -0.0566  2.7407  5.6169
H  0.8602  1.2396  5.6605
H  2.8292  -2.7900  0.3918
H  1.3587  -3.0848  1.3310
H  2.7773  -4.0955  1.5600
H  5.0296  -2.0831  1.9372
H  4.6116  -3.4005  3.0269
H  4.7202  -1.7427  3.6372
H  1.0856  -2.5768  3.6346
H  2.4816  -2.1683  4.6608
H  2.3846  -3.7411  3.8703
H  3.3528  -1.0651  -0.9736
H  4.6075  -1.7787  0.0620
H  5.0603  -0.7413  -1.2781
H  3.0336  1.4144  -1.0778
H  4.7718  1.5026  -1.3769
H  4.0758  2.4984  -0.1154
H  5.8941  -0.2002  1.7261
H  5.6395  1.5356  1.5925
H  6.4146  0.6528  0.2671
C  2.6164  -4.2189  -3.7231
C  2.3223  -2.7700  -3.6557
N  2.8270  -1.8488  -4.4139
N  2.2653  -0.6885  -3.9495
C  1.4122  -0.8676  -2.9320
S  0.5392  0.2947  -2.1007
N  1.4509  -2.2199  -2.7400
N  0.7683  -2.9719  -1.7992
H  3.1831  -4.4201  -4.6278
H  1.6918  -4.7929  -3.7170
H  3.1987  -4.5276  -2.8546
H  2.4862  0.1959  -4.3715
H  -0.2392  -2.8868  -1.9301
H  0.9717  -2.6285  -0.8679
O  -2.9763  0.6235  4.4778
As  -2.9635  0.2250  2.7531
O  -4.2426  0.9880  2.1044
O  -1.4101  0.7479  2.2878
C  -3.0312  -1.7069  2.9148
C  -3.5602  -2.2118  4.0982
C  -3.7204  -3.5808  4.2686
C  -3.3542  -4.4573  3.2614
C  -2.8190  -3.9686  2.0798
C  -2.6603  -2.6031  1.9114
S  -1.8948  -2.0191  0.4250
O  -2.5004  -0.7466  0.1134
O  -1.9750  -3.0620  -0.5667
O  -0.4684  -1.8153  0.8676
H  -3.6056  1.3494  4.5759
H  -3.8460  -1.5298  4.8847
H  -4.1387  -3.9563  5.1930
H  -3.4838  -5.5241  3.3910
H  -2.5285  -4.6290  1.2749
N  0.1623  4.5633  -0.9376
C  0.6044  3.3482  -0.5417
N  -0.3510  2.5805  -0.0961
C  -1.5247  3.3287  -0.2168
C  -2.8423  2.9970  0.0838
C  -3.7988  3.9653  -0.1459
C  -3.4713  5.2266  -0.6663
C  -2.1687  5.5624  -0.9779
C  -1.2087  4.5853  -0.7431
H  0.7292  5.2956  -1.3259
H  1.6429  3.0672  -0.6019
H  -3.1300  2.0368  0.4906
H  -4.8303  3.7368  0.0844
H  -4.2578  5.9503  -0.8337
H  -1.9138  6.5308  -1.3867

No. 3
Molecular formula: C33H46BCl2NO17
Method: DFT, ωB97M-V/def2-TZVPD

## Properties
Energy = -96975.53603 eV
Charge = 0
SMILES = COCN1C(=O)c2c(CCCCl)cc(CCCCl)c(CB(O)O)c2C1=O.C[C@@H]1COC(=O)O1.C[C@@H]1COC(=O)O1.C[C@@H]1COC(=O)O1.C[C@@H]1COC(=O)O1
Strongest force on any atom = 8.48 eV/A

Cartesian coordinates (Å):
C  -3.2224  -5.0810  -3.6599
O  -2.1344  -4.0818  -3.4555
C  -1.7985  -3.4533  -4.7540
N  -0.7369  -2.3772  -4.6622
C  0.7200  -2.8461  -4.6189
O  1.3556  -3.3439  -5.6824
C  1.1692  -2.6160  -3.0592
C  2.4550  -3.1324  -2.1832
C  3.6028  -4.0329  -2.9319
C  3.4514  -5.6515  -2.6938
C  4.1600  -6.0280  -1.2413
Cl  3.4437  -7.5956  -0.4906
C  2.5134  -2.7043  -0.5726
C  1.3417  -1.7874  0.1714
C  1.5245  -1.4944  1.7753
C  2.0885  0.0006  2.1476
C  2.2104  0.0415  3.8106
Cl  0.5255  0.1278  4.6350
C  0.0779  -1.2318  -0.7382
C  -1.1157  -0.2923  -0.1201
B  -1.0995  1.2335  -0.7639
O  -2.0599  2.2884  -0.3183
O  -0.1274  1.6644  -1.8220
C  0.0506  -1.6745  -2.3169
C  -0.9938  -1.3621  -3.5414
O  -1.9242  -0.4216  -3.7229
H  -3.4042  -5.7371  -2.6830
H  -2.9636  -5.8476  -4.5326
H  -4.2675  -4.5731  -3.9008
H  -1.5861  -4.2837  -5.5537
H  -2.7985  -2.9069  -5.1097
H  4.6938  -3.6581  -2.6261
H  3.5363  -3.8518  -4.1062
H  2.3451  -6.0222  -2.7850
H  4.0988  -6.1721  -3.5442
H  4.0993  -5.1137  -0.5065
H  5.2930  -6.2942  -1.4940
H  3.4388  -3.0756  0.0736
H  2.3104  -2.2925  2.1862
H  0.5206  -1.7334  2.3749
H  3.1768  0.2166  1.7466
H  1.3523  0.8677  1.8001
H  2.9597  0.8618  4.1951
H  2.6444  -1.0278  4.1047
H  -2.1340  -0.8085  -0.3846
H  -1.0368  -0.1587  1.0561
H  -1.4638  3.0438  -0.0005
H  0.7786  1.3912  -1.4528
C  -4.5769  3.2098  0.6569
C  -5.6958  3.5586  1.6177
C  -6.9365  4.0674  0.9482
O  -7.5314  4.8477  1.9717
C  -6.5077  5.2893  2.7601
O  -6.6188  6.1401  3.6280
O  -5.3366  4.6543  2.4437
H  -3.6235  3.1258  1.1893
H  -4.7812  2.2638  0.1461
H  -4.4454  3.9886  -0.1022
H  -5.9082  2.7034  2.2717
H  -7.6060  3.2625  0.6330
H  -6.7345  4.7225  0.0925
C  2.8128  0.8737  -3.8436
C  4.2677  0.8290  -3.4215
C  5.2300  1.1786  -4.5160
O  6.4102  0.5101  -4.1028
C  6.0029  -0.5659  -3.3672
O  6.7328  -1.4749  -3.0064
O  4.6635  -0.4928  -3.0925
H  2.1847  0.3435  -3.1199
H  2.4616  1.9068  -3.9266
H  2.6625  0.3811  -4.8105
H  4.4190  1.4535  -2.5320
H  5.4010  2.2553  -4.5991
H  4.9392  0.7842  -5.4967
C  2.9266  5.4878  2.0677
C  3.5125  4.0980  2.2155
C  5.0109  4.0673  2.2276
O  5.2879  2.7533  1.7725
C  4.2370  2.3941  0.9780
O  4.2158  1.4061  0.2619
O  3.2107  3.2939  1.0866
H  1.8720  5.4330  1.7772
H  3.0065  6.0472  3.0049
H  3.4393  6.0558  1.2838
H  3.0884  3.6046  3.0992
H  5.4279  4.2300  3.2251
H  5.4687  4.7754  1.5269
C  -5.2866  -0.8109  6.7992
C  -5.1206  0.2069  5.6887
C  -6.3374  0.3745  4.8298
O  -5.7828  0.8426  3.6117
C  -4.5154  0.3382  3.5496
O  -3.8030  0.3746  2.5594
O  -4.1510  -0.2200  4.7455
H  -4.3116  -1.1043  7.2026
H  -5.8981  -0.4066  7.6117
H  -5.7637  -1.7266  6.4332
H  -4.7819  1.1640  6.1053
H  -7.0460  1.0994  5.2393
H  -6.8627  -0.5663  4.6270